Record 1
{"formula": "C21H32BN7PdSi2", "method": "ωB97M-V/def2-TZVPD", "gap_ev": [6.4, 6.4], "total_energy_ev": -52626.13299, "charge": 2, "spin_multiplicity": 1, "homo_ev": [-15.0, -15.0], "molar_mass_g_mol": 555.940, "elements": ["Pd", "C", "C", "N", "N", "C", "B", "N", "C", "C", "C", "N", "N", "C", "C", "C", "N", "H", "H", "H", "H", "H", "H", "H", "H", "H", "H", "C", "Si", "C", "C", "C", "C", "C", "C", "C", "C", "N", "Si", "C", "C", "C", "H", "H", "H", "H", "H", "H", "H", "H", "H", "H", "H", "H", "H", "H", "H", "H", "H", "H", "H", "H", "H", "H"], "positions_angstrom": [[0.285, 0.070, -0.154], [1.243, 3.540, 1.974], [0.773, 2.939, 0.817], [0.930, 1.616, 0.928], [1.479, 1.338, 2.128], [1.672, 2.494, 2.773], [1.673, -0.120, 2.617], [0.301, -0.825, 2.738], [-0.301, -1.433, 3.770], [-1.524, -1.917, 3.346], [-1.600, -1.550, 2.005], [-0.502, -0.882, 1.649], [2.477, -0.831, 1.498], [3.621, -1.521, 1.577], [3.918, -2.042, 0.331], [2.880, -1.618, -0.486], [2.018, -0.890, 0.230], [1.276, 4.592, 2.196], [0.356, 3.378, -0.072], [2.113, 2.492, 3.756], [2.267, -0.147, 3.646], [0.184, -1.486, 4.731], [-2.249, -2.462, 3.923], [-2.385, -1.742, 1.289], [4.142, -1.593, 2.518], [4.764, -2.645, 0.054], [2.721, -1.796, -1.533], [-1.037, -1.680, -1.681], [-0.161, -0.599, -2.968], [1.388, -1.417, -3.607], [-1.328, -0.168, -4.356], [0.225, 1.114, -2.179], [-1.018, 1.749, -1.671], [-1.809, 2.763, -2.180], [-2.937, 3.126, -1.451], [-3.219, 2.517, -0.234], [-2.372, 1.533, 0.240], [-1.339, 1.155, -0.512], [1.715, 2.182, -2.836], [3.309, 1.510, -2.139], [1.624, 1.991, -4.690], [1.487, 3.973, -2.352], [-1.259, -2.567, -2.287], [-1.982, -1.261, -1.337], [-0.483, -2.082, -0.820], [1.334, -1.492, -4.694], [1.485, -2.436, -3.227], [2.296, -0.864, -3.372], [-1.680, -1.105, -4.798], [-0.825, 0.403, -5.134], [-2.204, 0.384, -4.013], [-1.555, 3.244, -3.115], [-3.589, 3.904, -1.826], [-4.081, 2.803, 0.352], [-2.503, 1.043, 1.196], [3.790, 0.790, -2.802], [3.205, 1.060, -1.152], [3.994, 2.355, -2.032], [1.766, 0.962, -5.017], [2.434, 2.585, -5.123], [0.690, 2.369, -5.107], [2.120, 4.227, -1.499], [0.463, 4.261, -2.110], [1.798, 4.616, -3.179]]}

---

Record 2
{"formula": "C4H6NaO2", "method": "ωB97M-V/def2-TZVPD", "gap_ev": [5.6, 6.9], "total_energy_ev": -12750.93361, "spin_multiplicity": 2, "homo_ev": [-6.3, -7.6], "molar_mass_g_mol": 109.080, "elements": ["O", "C", "C", "C", "C", "O", "Na", "H", "H", "H", "H", "H", "H"], "positions_angstrom": [[-0.868, 0.405, 2.922], [-0.052, 0.343, 1.836], [-0.446, 0.438, 0.545], [0.260, 0.605, -0.666], [0.650, -0.351, -1.797], [-0.196, -1.404, -1.983], [-0.747, -2.280, -0.108], [-1.775, 0.594, 2.654], [0.967, 0.044, 2.103], [1.002, 1.415, -0.589], [-1.235, 0.503, -0.567], [1.728, -0.606, -1.638], [0.712, 0.296, -2.711]]}

---

Record 3
{"formula": "C14H16Cl2MoN4O2SSi", "method": "ωB97M-V/def2-TZVPD", "gap_ev": [6.6, 6.8], "total_energy_ev": -70443.72882, "spin_multiplicity": 3, "homo_ev": [-8.4, -8.9], "molar_mass_g_mol": 499.307, "elements": ["Mo", "O", "O", "N", "C", "C", "C", "N", "C", "N", "C", "Si", "C", "C", "N", "C", "C", "C", "C", "C", "C", "H", "H", "H", "H", "H", "H", "H", "H", "H", "H", "H", "H", "H", "H", "Cl", "C", "Cl", "H", "H", "S"], "positions_angstrom": [[0.139, -0.247, 0.973], [1.157, -0.454, 2.680], [0.949, 0.814, 2.946], [0.120, 1.226, -0.408], [0.168, 2.274, -0.918], [0.203, 3.498, -1.514], [-1.008, 4.239, -1.590], [-2.005, 4.815, -1.615], [1.452, 4.001, -1.960], [2.489, 4.366, -2.305], [-4.180, 1.290, 1.533], [-2.532, 0.931, 2.313], [-2.646, 0.330, 4.073], [-1.533, 2.505, 2.185], [-1.711, -0.354, 1.310], [-2.558, -1.430, 0.886], [-2.791, -1.625, -0.471], [-3.639, -2.637, -0.888], [-4.260, -3.459, 0.043], [-4.025, -3.263, 1.395], [-3.180, -2.250, 1.822], [-4.673, 2.086, 2.095], [-4.842, 0.423, 1.522], [-4.050, 1.635, 0.505], [-2.773, 1.192, 4.733], [-1.736, -0.187, 4.381], [-3.496, -0.334, 4.231], [-1.954, 3.181, 2.935], [-1.691, 2.980, 1.215], [-0.466, 2.441, 2.396], [-2.308, -0.976, -1.191], [-3.816, -2.784, -1.945], [-4.921, -4.250, -0.285], [-4.497, -3.906, 2.127], [-2.977, -2.115, 2.876], [3.324, 1.223, 0.614], [3.913, 1.533, -1.038], [3.119, 0.494, -2.223], [4.975, 1.327, -1.048], [3.699, 2.566, -1.287], [0.771, -1.937, -0.085]]}

---

Record 4
{"formula": "C22H27FeN3O2", "method": "ωB97M-V/def2-TZVPD", "gap_ev": [5.9, 6.4], "total_energy_ev": -66203.55709, "charge": -1, "spin_multiplicity": 2, "homo_ev": [-2.7, -3.3], "molar_mass_g_mol": 421.322, "elements": ["Fe", "C", "N", "C", "C", "C", "N", "C", "C", "C", "C", "C", "C", "C", "O", "C", "C", "C", "N", "C", "C", "C", "C", "C", "C", "C", "O", "H", "H", "H", "H", "H", "H", "H", "H", "H", "H", "H", "H", "H", "H", "H", "H", "H", "H", "H", "H", "H", "H", "H", "H", "H", "C", "H", "H"], "positions_angstrom": [[-0.027, 0.338, -0.039], [-1.339, -1.094, 2.991], [-0.533, -1.683, 1.943], [0.814, -2.024, 2.372], [1.546, -0.918, 3.132], [1.842, 0.390, 2.363], [1.761, 0.204, 0.924], [2.883, 0.082, 0.306], [3.082, -0.321, -1.063], [4.392, -0.275, -1.566], [4.709, -0.732, -2.824], [3.675, -1.281, -3.600], [2.390, -1.366, -3.130], [2.018, -0.875, -1.841], [0.808, -0.961, -1.444], [-1.219, -2.792, 1.279], [-1.587, -2.501, -0.173], [-2.495, -1.279, -0.395], [-1.748, -0.125, -0.895], [-2.087, 0.308, -2.054], [-1.432, 1.302, -2.873], [-2.035, 1.585, -4.109], [-1.488, 2.462, -5.017], [-0.270, 3.077, -4.679], [0.356, 2.826, -3.488], [-0.192, 1.933, -2.511], [0.404, 1.771, -1.400], [-1.426, -1.752, 3.876], [-2.337, -0.893, 2.608], [-0.937, -0.125, 3.282], [1.382, -2.290, 1.476], [0.807, -2.918, 3.028], [2.491, -1.354, 3.470], [0.992, -0.676, 4.041], [2.854, 0.723, 2.629], [1.131, 1.164, 2.641], [3.810, 0.227, 0.875], [5.168, 0.140, -0.930], [5.720, -0.673, -3.205], [3.898, -1.652, -4.595], [1.595, -1.787, -3.734], [-2.125, -3.038, 1.850], [-0.595, -3.693, 1.308], [-2.080, -3.392, -0.579], [-0.678, -2.344, -0.756], [-3.007, -0.993, 0.529], [-3.272, -1.539, -1.125], [-2.960, -0.144, -2.541], [-2.966, 1.079, -4.347], [-1.970, 2.663, -5.965], [0.190, 3.764, -5.383], [1.297, 3.298, -3.233], [-0.812, 1.453, 1.066], [-1.855, 1.775, 0.907], [-0.294, 2.264, 1.610]]}

---

Record 5
{"formula": "C58H47NOP2TeZn", "method": "ωB97M-V/def2-TZVPD", "gap_ev": 7.5, "total_energy_ev": -138723.31572, "charge": 2, "spin_multiplicity": 1, "homo_ev": -13.0, "molar_mass_g_mol": 1028.958, "elements": ["Zn", "C", "C", "C", "C", "C", "C", "C", "C", "P", "C", "C", "C", "C", "C", "C", "C", "C", "C", "C", "C", "C", "C", "O", "C", "C", "C", "C", "C", "C", "P", "C", "C", "C", "C", "C", "C", "C", "C", "C", "C", "C", "C", "H", "H", "H", "H", "H", "H", "H", "H", "H", "H", "H", "H", "H", "H", "H", "H", "H", "H", "H", "H", "H", "H", "H", "H", "H", "H", "H", "H", "H", "H", "H", "H", "Te", "C", "C", "C", "C", "C", "C", "C", "C", "C", "C", "C", "C", "H", "H", "H", "H", "H", "H", "H", "H", "H", "H", "N", "C", "C", "C", "C", "C", "C", "C", "H", "H", "H", "H", "H"], "positions_angstrom": [[-0.218, -0.438, 0.372], [3.885, 3.735, 3.384], [3.950, 3.889, 1.848], [4.955, 4.989, 1.495], [4.360, 2.546, 1.253], [5.683, 2.157, 1.082], [6.015, 0.908, 0.575], [5.025, 0.000, 0.244], [3.692, 0.352, 0.418], [2.320, -0.795, 0.038], [2.804, -2.235, 1.040], [2.153, -2.425, 2.259], [2.561, -3.426, 3.125], [3.643, -4.229, 2.789], [4.297, -4.045, 1.579], [3.873, -3.060, 0.699], [2.571, -1.164, -1.725], [3.142, -0.200, -2.555], [3.189, -0.405, -3.926], [2.658, -1.559, -4.482], [2.090, -2.522, -3.659], [2.044, -2.327, -2.289], [3.387, 1.614, 0.911], [2.048, 1.889, 0.994], [1.692, 3.210, 0.977], [0.403, 3.446, 0.522], [-0.083, 4.745, 0.462], [0.754, 5.782, 0.838], [2.049, 5.525, 1.268], [2.555, 4.231, 1.343], [-0.547, 2.000, -0.020], [-0.334, 1.916, -1.819], [-1.006, 0.904, -2.510], [-0.837, 0.761, -3.876], [0.021, 1.613, -4.559], [0.709, 2.602, -3.873], [0.535, 2.760, -2.505], [-2.241, 2.518, 0.356], [-3.125, 3.035, -0.584], [-4.356, 3.525, -0.165], [-4.690, 3.521, 1.181], [-3.812, 2.993, 2.121], [-2.597, 2.477, 1.706], [4.868, 3.472, 3.776], [3.179, 2.952, 3.668], [3.565, 4.672, 3.842], [5.941, 4.755, 1.891], [4.663, 5.936, 1.945], [5.035, 5.122, 0.416], [6.480, 2.839, 1.341], [7.055, 0.644, 0.440], [5.290, -0.965, -0.164], [1.328, -1.772, 2.532], [2.047, -3.572, 4.066], [3.978, -4.996, 3.474], [5.139, -4.674, 1.321], [4.367, -2.943, -0.258], [3.558, 0.705, -2.132], [3.642, 0.344, -4.562], [2.694, -1.713, -5.552], [1.675, -3.428, -4.083], [1.611, -3.088, -1.658], [-1.090, 4.938, 0.116], [0.398, 6.803, 0.795], [2.676, 6.361, 1.545], [-1.688, 0.242, -1.982], [-1.378, -0.015, -4.402], [0.147, 1.507, -5.629], [1.386, 3.259, -4.404], [1.072, 3.537, -1.975], [-2.842, 3.076, -1.630], [-5.050, 3.931, -0.889], [-5.638, 3.933, 1.501], [-4.069, 2.981, 3.171], [-1.903, 2.061, 2.431], [-3.016, -1.519, 0.267], [-4.441, -0.912, 1.733], [-5.028, 0.343, 1.721], [-6.007, 0.640, 2.657], [-6.400, -0.316, 3.584], [-5.808, -1.571, 3.587], [-4.820, -1.873, 2.662], [-4.294, -1.010, -1.371], [-4.489, 0.299, -1.787], [-5.407, 0.562, -2.794], [-6.116, -0.476, -3.380], [-5.904, -1.784, -2.968], [-4.988, -2.057, -1.962], [-4.736, 1.080, 0.984], [-6.475, 1.616, 2.664], [-7.172, -0.085, 4.306], [-6.126, -2.316, 4.305], [-4.353, -2.851, 2.660], [-3.942, 1.113, -1.329], [-5.574, 1.582, -3.117], [-6.836, -0.269, -4.161], [-6.460, -2.590, -3.427], [-4.829, -3.078, -1.639], [-0.219, -2.716, 0.145], [-0.131, -3.863, 0.120], [-0.077, -5.277, 0.115], [1.158, -5.897, -0.103], [1.237, -7.275, -0.092], [0.092, -8.033, 0.122], [-1.138, -7.416, 0.319], [-1.233, -6.038, 0.323], [2.035, -5.291, -0.276], [2.192, -7.758, -0.248], [0.157, -9.113, 0.138], [-2.022, -8.018, 0.476], [-2.184, -5.547, 0.483]]}

---

Record 6
{"formula": "C4H9OS", "method": "ωB97M-V/def2-TZVPD", "gap_ev": 6.2, "total_energy_ev": -17175.70778, "charge": -1, "spin_multiplicity": 1, "homo_ev": -2.1, "molar_mass_g_mol": 105.182, "elements": ["C", "O", "C", "C", "H", "H", "H", "H", "H", "H", "C", "S", "H", "H", "H"], "positions_angstrom": [[-0.244, 2.001, -0.995], [1.053, 1.826, -1.589], [-1.048, 0.745, -0.932], [-1.022, 0.021, 0.241], [-0.760, 2.798, -1.556], [-0.113, 2.383, 0.029], [1.396, 1.007, -1.194], [-1.153, 0.254, -1.905], [-1.322, -1.024, 0.271], [-1.067, 0.500, 1.208], [0.835, -2.227, 1.339], [1.255, -0.584, 0.690], [0.066, -2.117, 2.119], [0.424, -2.837, 0.526], [1.700, -2.746, 1.750]]}